(1)
This record from OMol25 describes a cluster of 8 separate species, C24H69N5O8 in total. The level of theory is the ωB97M-V functional and the def2-TZVPD basis.

Positions of all 106 atoms, in Å:
C -3.65052 -1.08283 3.31834
O -3.74133 0.35013 3.32397
C -2.63660 1.01975 3.92736
C -2.89044 2.47372 3.57745
C -1.45467 3.12864 3.78227
N -3.91241 3.03732 4.39508
H -4.59233 -1.43975 2.90894
H -3.49746 -1.50319 4.33241
H -2.77444 -1.39304 2.72133
H -2.64166 0.93753 5.01961
H -1.66512 0.77221 3.46903
H -3.20017 2.49685 2.50131
H -0.86219 2.83498 2.92437
H -0.97290 2.81714 4.71285
H -1.51055 4.22395 3.73561
H -4.07725 4.01330 4.26296
H -4.78831 2.56486 4.19849
C 3.16992 -4.48624 -1.10361
O 2.93723 -3.48296 -2.00354
C 1.72393 -3.76308 -2.72759
C 1.53213 -2.67917 -3.78968
C 1.58577 -1.33427 -3.11538
N 0.24579 -2.80495 -4.46013
H 2.27986 -4.81987 -0.56486
H 3.90326 -4.19620 -0.33210
H 3.63639 -5.31560 -1.64771
H 1.82363 -4.72709 -3.25160
H 0.97279 -3.73284 -1.87344
H 2.32928 -2.84629 -4.53359
H 0.76731 -1.32424 -2.36244
H 1.32429 -0.51575 -3.83360
H 2.53080 -1.08915 -2.61982
H 0.24903 -3.73617 -4.90275
H -0.47818 -2.69596 -3.74732
C -1.79381 1.17392 -4.25809
O -2.46049 2.28307 -3.63906
C -2.95885 1.84773 -2.44124
C -3.62300 2.99663 -1.66108
C -4.34853 2.37929 -0.45181
N -4.50062 3.75258 -2.51873
H -2.41990 0.26123 -4.45349
H -0.98166 0.85583 -3.55870
H -1.34033 1.53378 -5.17663
H -3.67785 1.03864 -2.67779
H -2.16777 1.43710 -1.85469
H -2.83515 3.66659 -1.26666
H -3.62650 1.85681 0.18623
H -5.16240 1.67148 -0.74846
H -4.80309 3.18837 0.12122
H -5.38668 3.29765 -2.59508
H -4.12734 3.99264 -3.42677
C 6.18129 -2.29140 3.13289
O 5.44582 -1.45424 2.32059
C 5.63497 -1.69988 0.96168
C 4.83798 -0.68927 0.13742
C 3.34075 -0.78041 0.43926
N 5.11432 -0.89823 -1.30007
H 5.84212 -2.12126 4.16253
H 7.25388 -2.05745 3.04351
H 6.00373 -3.33035 2.90006
H 6.71659 -1.64898 0.72882
H 5.27383 -2.71229 0.70900
H 5.14611 0.32900 0.46789
H 2.92002 -1.67657 -0.04120
H 2.80637 0.07133 -0.03198
H 3.09296 -0.75146 1.50546
H 4.56890 -1.67631 -1.63098
H 6.09317 -0.98696 -1.51314
C -1.23989 5.68565 0.77877
O -0.07353 4.93896 0.53025
C -0.27605 3.95167 -0.47375
C 1.02832 3.23402 -0.73252
C 0.87322 2.32014 -1.93072
N 1.32632 2.48517 0.52860
H -2.02607 5.10140 1.36712
H -1.74031 6.05470 -0.15301
H -0.96992 6.57575 1.37859
H -1.08654 3.28760 -0.14936
H -0.64204 4.51397 -1.35388
H 1.78263 3.97613 -0.94707
H 0.33098 2.77652 -2.73709
H 0.34465 1.41495 -1.63956
H 1.85292 2.04150 -2.27062
H 2.30777 2.25434 0.56528
H 1.06010 3.02724 1.34975
C 0.59637 -3.06559 1.72452
C 0.87078 -4.20593 2.73716
O 1.69273 -5.11166 2.00897
H -0.09552 -2.42376 2.22141
H 0.15837 -3.51681 0.80795
H 1.54527 -2.57375 1.49672
H -0.04225 -4.67354 3.12442
H 1.37158 -3.74971 3.62859
H 1.98812 -5.79084 2.61838
C -0.93983 -0.26310 0.39921
O -1.18317 0.91866 1.08801
H 0.12237 -0.47494 0.55375
H -1.63676 -1.02689 0.73097
H -0.94782 -0.11564 -0.72646
H -0.37306 1.42624 0.98600
C -3.17884 -2.00067 -1.64855
O -1.97483 -2.78089 -1.75055
H -4.04315 -2.64701 -1.45989
H -3.12159 -1.20991 -0.87346
H -3.40283 -1.60073 -2.63610
H -1.98226 -3.31357 -0.95498

Computed properties:
**Total charge**: 0
**Energy relative to the best compared isomer or geometry (same formula, charge and spin)**: 100.3 kJ/mol

---

(2)
This record from OMol25 describes a cluster of 10 separate species, C20H58F2N3O13S2 in total. The level of theory is the ωB97M-V functional and the def2-TZVPD basis.

Positions of all 98 atoms, in Å:
N -0.77724 -0.33807 0.81389
S 0.62650 -0.54783 1.15882
O 1.04561 0.26991 2.29604
O 1.57441 -0.90125 0.08826
F 0.48715 -1.99316 1.84863
S -0.48839 0.84797 -0.39613
O -0.68570 0.33084 -1.77489
O 0.44839 1.95788 -0.23910
F -1.90032 1.64920 -0.17596
C 2.75550 0.89725 5.10472
C 1.45316 1.64217 5.20988
O 1.34612 2.44055 4.05790
H 2.80075 0.18728 5.93055
H 3.65444 1.51005 5.03780
H 2.85640 0.42136 4.12929
H 1.48818 2.07870 6.20803
H 0.59688 0.97575 5.10610
H 1.20175 1.87604 3.29495
C -5.02405 0.13963 -0.78122
C -6.09392 -0.14375 0.19202
O -5.53426 -0.89060 1.29675
H -4.41560 0.96699 -0.41602
H -5.45002 0.43676 -1.73953
H -4.41091 -0.73888 -0.98214
H -6.93678 -0.66216 -0.26508
H -6.51218 0.78946 0.56922
H -4.73097 -0.41359 1.51767
C -0.16983 5.04076 0.12736
C 1.27261 5.43086 -0.11511
O 1.37279 6.69460 -0.70447
H -0.66442 4.73559 -0.79479
H -0.73796 5.79364 0.67372
H -0.09488 4.17071 0.77965
H 1.75231 4.74465 -0.81303
H 1.99033 5.39363 0.70440
H 0.67917 6.66805 -1.36764
C -2.32805 1.91607 3.32760
C -2.80928 0.46186 3.47673
O -3.25605 0.19198 2.17816
H -3.15673 2.60062 3.14656
H -1.50303 2.03250 2.62482
H -1.90705 2.23947 4.27959
H -3.60841 0.60465 4.20412
H -2.04810 -0.22042 3.85515
H -2.51933 0.27789 1.56868
C 4.63843 2.17109 1.81618
C 4.07796 1.89759 0.41621
O 5.12222 1.65626 -0.53524
H 5.49605 2.84032 1.74760
H 5.04102 1.30170 2.33596
H 3.88215 2.58519 2.48303
H 3.47689 2.72254 0.03378
H 3.39766 1.05110 0.50976
H 4.79545 0.94989 -1.09727
C -2.44388 -3.14642 0.06709
O -2.80105 -4.25166 -0.27263
N -2.45260 -2.73081 1.29895
N -1.96944 -2.24199 -0.68344
H -1.92684 -1.88730 1.47825
H -2.68582 -3.37022 2.04518
H -1.54543 -1.48237 -0.17030
H -1.82093 -2.39634 -1.67046
C -2.95033 1.86717 -4.51882
C -1.97749 0.72629 -4.81141
C -2.65532 -0.69560 -4.60538
O -1.72293 0.90243 -6.18203
H -3.24662 1.75106 -3.47630
H -3.71384 2.08520 -5.26555
H -2.30886 2.74663 -4.57511
H -1.17229 0.82057 -4.08281
H -1.86867 -1.44255 -4.71190
H -3.36314 -0.90938 -5.40626
H -3.22087 -0.82945 -3.68324
H -1.09565 0.24151 -6.48416
C 2.60928 0.91652 -3.09030
C 3.12289 -0.49769 -2.98968
C 4.10415 -0.93413 -4.09902
O 3.69937 -0.64377 -1.68127
H 3.41737 1.64144 -2.99244
H 1.86542 1.13189 -2.32322
H 2.28716 1.15873 -4.10306
H 2.25650 -1.15069 -3.09481
H 4.86942 -0.15928 -4.14459
H 3.56579 -0.97834 -5.04575
H 4.53444 -1.92005 -3.92314
H 3.01483 -1.00559 -1.11375
C 0.09708 -6.49514 0.53791
C 1.51227 -6.48766 1.09489
C 2.15841 -5.02989 0.90542
O 1.45333 -6.76708 2.45344
H 0.00839 -6.16054 -0.49566
H -0.42262 -5.74114 1.12906
H -0.28495 -7.50275 0.70182
H 2.13678 -7.25097 0.63072
H 1.62597 -4.25580 1.45804
H 2.22650 -4.75201 -0.14637
H 3.18112 -4.94613 1.27307
H 2.33627 -6.66801 2.81703

Computed properties:
**Total charge**: -2
**Multiplicity**: 2

---

no.,E (eV)
1,-49833.445
2,-79871.013